No. 1
Below is C4H7O2Sr as an isolated structure at a distorted geometry, with properties calculated with ωB97M-V with the def2-TZVPD basis set.

The calculation puts the total energy at -9184.6998 eV. Its multiplicity is 2. The net charge is 0. The calculation puts the LUMO energy (spin up / spin down) at -0.301 / -0.756 eV.

XYZ file:
```
14
Properties=species:S:1:pos:R:3:forces:R:3
O -0.278 1.773 -0.128 -0.533 0.322 -2.637
C -0.154 1.552 1.118 1.131 -1.982 1.321
C 1.083 1.481 1.797 -2.007 2.588 0.186
H 1.038 1.243 2.865 -0.084 -0.196 -0.371
H -0.985 0.966 1.553 -0.023 0.337 0.286
H 1.692 2.379 1.646 0.476 -0.567 -0.541
Sr -0.562 0.475 -2.270 0.365 0.854 1.469
C 3.315 -0.152 0.899 -1.586 0.834 -1.814
C 1.892 -0.310 1.053 0.899 -2.945 0.514
O 3.947 1.088 0.733 0.286 -0.764 1.175
H 3.717 -0.818 0.117 0.076 0.577 0.445
H 1.165 -0.747 1.750 1.006 1.340 1.509
H 1.692 -1.222 0.464 0.174 -0.257 -1.541
H 3.758 1.687 1.464 -0.180 -0.142 -0.001
```
Positions in Å, forces in eV/Å.

Löwdin population analysis, charges in e, atoms 1 to 4: number 1, O, carries -0.4424; number 2, C, carries -0.4600; number 3, C, carries -0.1069; number 4, H, carries 0.0705

No. 2
Below is C32H86ClF3NNbO14P as an isolated structure at a distorted geometry, with properties calculated with ωB97M-V with the def2-TZVPD basis set.

The calculation puts the total energy at -96234.8208 eV. The net charge is -1. The calculation puts the LUMO energy at 1.655 eV.

XYZ file:
```
139
Properties=species:S:1:pos:R:3:forces:R:3
C -1.042 2.377 4.652 -1.059 -0.522 -0.639
C -2.353 2.175 4.281 -0.498 2.481 0.760
Nb -3.152 2.573 2.213 2.626 -0.828 1.225
C -1.655 1.213 1.204 -0.430 -0.090 0.130
C -0.159 1.712 1.248 0.005 -0.881 -1.489
C 0.235 2.447 -0.116 0.454 -1.042 1.225
C 1.751 2.130 -0.463 -0.486 1.465 -0.556
C 2.737 2.414 0.731 -0.128 -0.644 -0.918
C 3.082 1.152 1.616 0.138 1.697 1.002
C 2.888 1.565 3.141 0.906 -0.952 -0.272
C 3.872 0.686 4.033 -0.903 0.971 -0.221
C 3.403 0.566 5.526 1.014 -0.483 0.197
C 2.751 -0.815 5.875 -1.077 0.424 -0.033
C 1.638 -1.272 4.843 0.256 -0.475 0.236
C 1.931 -2.696 4.178 -0.558 1.468 0.099
N 1.255 -2.668 2.854 0.960 -0.431 1.449
C -0.038 -2.180 2.681 0.994 -0.799 -3.148
C -0.266 -2.294 1.264 0.785 -0.355 1.099
C 0.925 -2.893 0.643 0.071 0.511 2.209
C 1.881 -3.102 1.712 -2.198 0.386 -2.322
P -4.755 0.524 2.332 -0.882 -0.275 -0.375
O -4.401 -0.387 0.935 0.157 -0.281 0.552
Cl -4.216 -0.673 3.981 0.042 -0.251 -0.583
C -4.798 3.857 3.251 -0.390 -0.888 0.023
F -4.324 4.945 3.969 -1.117 -0.491 -0.717
F -5.850 4.271 2.405 0.571 0.444 1.240
F -5.445 3.040 4.220 0.195 1.072 -0.572
H -0.407 1.478 4.881 -0.455 1.048 0.722
H -0.661 3.423 4.705 0.433 -1.046 -1.029
H -3.102 1.812 5.038 0.708 -1.202 -1.311
H -3.878 3.120 0.616 -0.174 0.480 0.285
H -2.041 4.020 2.178 0.289 -0.059 0.114
H -2.032 1.009 0.161 0.758 0.039 0.737
H -1.714 0.223 1.743 -0.108 0.865 -0.439
H 0.478 0.781 1.258 -0.554 0.800 0.193
H 0.105 2.309 2.150 -0.350 -0.280 -0.688
H -0.447 2.001 -0.888 0.704 0.723 0.447
H 0.071 3.545 0.006 0.060 -0.784 -0.351
H 2.015 2.870 -1.277 -0.109 -0.772 0.547
H 1.859 1.118 -0.926 -0.067 0.604 0.635
H 2.285 3.222 1.361 0.392 -0.610 -0.470
H 3.698 2.803 0.291 -0.960 -0.263 0.614
H 4.178 0.954 1.493 -0.910 -0.209 -0.043
H 2.470 0.249 1.380 0.585 0.637 0.090
H 3.169 2.642 3.293 -0.401 -0.902 -0.202
H 1.819 1.429 3.434 0.800 0.187 -0.141
H 3.982 -0.298 3.513 -0.046 0.511 0.708
H 4.861 1.208 3.987 -0.643 -0.570 0.022
H 4.328 0.656 6.165 -0.887 -0.084 -0.394
H 2.751 1.420 5.851 0.374 -0.726 -0.596
H 2.243 -0.690 6.869 0.809 -0.466 -0.687
H 3.535 -1.606 5.923 -0.520 0.610 0.198
H 1.557 -0.513 4.030 0.110 -0.766 0.480
H 0.618 -1.330 5.311 1.002 0.188 -0.214
H 3.041 -2.806 4.055 -1.078 -0.110 -0.150
H 1.508 -3.532 4.795 0.520 0.732 -0.463
H -0.655 -1.775 3.498 0.547 -0.360 -0.688
H -1.201 -1.967 0.771 0.836 -0.318 0.270
H 1.075 -3.108 -0.430 -0.091 0.278 0.871
H 2.911 -3.535 1.634 -1.295 0.644 0.630
H -4.522 0.131 0.124 0.063 0.057 0.496
C 2.742 -4.503 7.283 -0.311 -0.076 0.209
O 2.463 -3.362 8.074 0.057 0.194 0.170
H 3.541 -4.258 6.585 -0.047 0.068 0.052
H 3.057 -5.334 7.921 0.069 -0.123 -0.169
H 1.846 -4.785 6.725 0.151 -0.210 -0.145
H 1.754 -3.595 8.682 0.076 0.101 -0.076
C -4.672 5.604 -1.348 -0.024 -0.105 0.369
O -4.818 6.260 -0.100 -0.128 0.052 -0.047
H -4.325 6.329 -2.084 -0.030 0.046 0.078
H -3.939 4.798 -1.262 -0.037 -0.058 -0.171
H -5.635 5.196 -1.671 0.071 -0.078 -0.197
H -5.125 5.598 0.534 0.172 0.083 0.064
C 1.893 -0.543 -4.082 -0.357 -0.297 0.407
O 1.497 -0.911 -2.764 0.096 -0.078 0.041
H 2.790 0.070 -4.021 -0.093 0.018 0.078
H 2.107 -1.439 -4.667 0.108 0.192 -0.202
H 1.097 0.031 -4.559 0.148 0.043 -0.159
H 0.701 -1.451 -2.844 -0.010 0.113 0.215
C 1.460 -3.360 -7.690 -0.179 -0.167 0.303
O 1.303 -2.709 -6.433 -0.161 -0.004 -0.209
H 1.823 -2.637 -8.418 -0.016 0.041 0.110
H 2.180 -4.177 -7.604 -0.005 -0.020 -0.181
H 0.493 -3.752 -8.018 0.105 -0.088 -0.246
H 0.980 -3.370 -5.809 0.073 0.171 0.062
C 5.720 2.490 -1.862 0.148 0.210 0.082
O 5.856 3.080 -0.575 0.129 0.015 0.015
H 5.004 1.673 -1.796 0.000 0.077 0.091
H 5.354 3.233 -2.576 -0.037 -0.145 -0.141
H 6.685 2.099 -2.198 -0.078 -0.090 -0.157
H 6.492 3.799 -0.655 -0.105 -0.069 0.094
C 6.212 -4.539 2.897 -0.025 0.082 -0.324
O 5.148 -3.923 2.183 0.051 -0.042 0.023
H 5.914 -4.647 3.939 -0.063 0.045 -0.068
H 6.420 -5.527 2.478 0.129 -0.050 0.158
H 7.109 -3.917 2.841 0.094 -0.113 0.143
H 5.435 -3.839 1.266 -0.147 0.091 0.087
C -2.533 -2.513 -7.701 0.303 0.085 0.219
O -1.983 -1.257 -7.313 0.057 0.060 -0.195
H -3.547 -2.359 -8.063 0.092 0.097 -0.005
H -1.926 -2.948 -8.500 -0.166 -0.186 -0.037
H -2.555 -3.186 -6.839 -0.062 -0.145 -0.099
H -1.086 -1.424 -6.997 -0.073 0.108 0.031
C -2.227 -0.725 -10.946 -0.079 0.154 0.325
O -3.401 -0.560 -10.166 -0.067 0.047 -0.062
H -2.470 -1.335 -11.816 -0.071 0.027 0.061
H -1.860 0.249 -11.280 0.163 -0.093 -0.119
H -1.455 -1.229 -10.356 0.135 0.008 -0.139
H -3.162 -0.019 -9.404 -0.050 -0.177 0.012
C -3.054 -1.241 -4.078 0.153 0.523 0.240
O -2.261 -0.935 -2.938 0.044 -0.133 -0.038
H -3.022 -2.317 -4.247 0.038 0.016 0.079
H -4.089 -0.934 -3.905 -0.080 -0.132 -0.182
H -2.655 -0.727 -4.955 -0.199 -0.147 -0.155
H -2.300 0.019 -2.805 0.087 -0.127 0.107
C -8.837 -0.917 3.262 0.355 -0.022 0.012
O -7.947 -1.995 3.511 -0.083 -0.090 0.033
H -9.856 -1.305 3.250 0.066 -0.077 0.024
H -8.746 -0.167 4.051 -0.136 0.134 -0.107
H -8.613 -0.464 2.293 -0.131 0.156 0.043
H -7.054 -1.628 3.516 0.041 -0.042 -0.016
C -0.843 6.623 4.240 0.219 0.003 -0.001
O 0.068 5.558 4.495 0.076 -0.018 0.125
H -1.856 6.224 4.239 0.105 -0.105 -0.043
H -0.752 7.381 5.023 -0.138 0.110 -0.066
H -0.629 7.064 3.264 -0.190 0.096 0.008
H 0.955 5.932 4.490 -0.085 -0.140 -0.022
C -1.035 -5.126 -1.195 -0.236 -0.022 -0.243
O -1.004 -4.106 -2.188 0.192 -0.029 -0.166
H -0.160 -5.020 -0.559 -0.074 0.083 -0.042
H -1.937 -5.023 -0.587 0.090 -0.122 0.141
H -1.017 -6.110 -1.674 -0.011 -0.105 0.155
H -1.787 -4.217 -2.737 0.054 0.168 0.127
C 1.557 0.997 -7.457 0.051 0.301 0.155
O 2.323 1.328 -6.307 0.123 0.097 -0.205
H 1.614 -0.080 -7.612 0.044 0.031 0.122
H 0.513 1.285 -7.306 -0.067 -0.100 -0.179
H 1.960 1.510 -8.335 -0.136 -0.099 -0.137
H 2.261 2.282 -6.186 0.034 -0.133 0.084
```
Positions in Å, forces in eV/Å.

Löwdin population analysis, charges in e, atoms 1 to 4: number 1, C, carries -0.0627; number 2, C, carries -0.3224; number 3, Nb, carries 1.2122; number 4, C, carries -0.4123

No. 3
Below is a 3-piece molecular cluster, C4H13NO2 overall at a distorted geometry, with properties calculated with ωB97M-V with the def2-TZVPD basis set.

The calculation puts the total energy at -9932.2956 eV. Its multiplicity is 2. The net charge is +1. The calculation puts the LUMO energy (spin up / spin down) at -3.658 / -9.003 eV. The relative energy (zero: lowest compared OMol25 entry of this formula, charge and spin) comes out at 3.860 eV.

XYZ file:
```
20
Properties=species:S:1:pos:R:3:forces:R:3
C 0.114 -0.581 -1.495 1.483 1.862 -2.015
N 0.118 -0.764 -0.021 2.555 -3.481 -2.072
C 1.273 -0.385 0.732 1.169 0.528 3.307
C 3.147 -2.133 0.999 -2.622 -0.323 0.176
C 2.640 -1.072 0.391 -0.041 -0.376 -0.520
H -0.478 -1.292 -2.040 -0.993 -0.191 0.480
H 1.153 -0.759 -2.172 -1.799 0.506 2.671
H -0.151 0.511 -1.820 0.311 -1.913 0.965
H -0.038 -1.797 0.274 -0.706 2.037 -0.775
H 1.539 0.662 0.756 -0.582 0.514 -0.597
H 1.126 -0.637 1.839 -0.267 0.160 -1.580
H 4.116 -2.410 0.802 2.313 -0.432 -0.515
H 2.612 -2.887 1.582 -0.133 0.648 0.301
H 3.293 -0.605 -0.352 -0.598 0.384 0.123
H -1.924 -0.109 0.641 -2.186 0.660 0.468
H -2.950 0.047 1.731 -0.546 -0.420 4.329
O -2.880 0.152 0.843 2.666 -0.182 -4.760
H -2.067 3.793 -1.111 2.917 -0.174 0.137
H -3.318 3.145 -1.452 -1.141 -1.804 -0.738
O -2.969 3.938 -1.130 -1.800 1.997 0.615
```
Positions in Å, forces in eV/Å.

Löwdin population analysis, charges in e, atoms 1 to 4: number 1, C, carries -0.0309; number 2, N, carries 0.0710; number 3, C, carries -0.1874; number 4, C, carries 0.0775

No. 4
Below is one molecule with the formula C2Cl3F at a distorted geometry, with properties calculated with ωB97M-V with the def2-TZVPD basis set.

The calculation puts the total energy at -42356.9418 eV. The structure (SMILES) is FC(Cl)=C(Cl)Cl. The net charge is 0. The calculation puts the LUMO energy at -0.008 eV. The relative energy (zero: lowest compared OMol25 entry of this formula, charge and spin) comes out at 0.868 eV.

XYZ file:
```
6
Properties=species:S:1:pos:R:3:forces:R:3
F -0.258 -0.102 1.860 1.077 2.083 -2.734
C 0.112 0.412 0.584 -1.448 -0.539 0.024
Cl -0.068 2.195 0.141 0.396 -2.494 1.687
C 0.174 -0.482 -0.446 -0.742 1.446 2.809
Cl 0.251 0.088 -2.000 0.392 -0.128 -1.609
Cl -0.211 -2.111 -0.139 0.325 -0.368 -0.177
```
Positions in Å, forces in eV/Å.

Löwdin population analysis, charges in e, atoms 1 to 4: number 1, F, carries -0.0571; number 2, C, carries -0.6502; number 3, Cl, carries 0.5722; number 4, C, carries -1.2521

No. 5
Below is C20H23AsCl3IrN2O3S5 as an isolated structure at a distorted geometry, with properties calculated with ωB97M-V with the def2-TZVPD basis set.

The calculation puts the total energy at -185648.3868 eV. Its multiplicity is 2. The net charge is +1. The calculation puts the LUMO energy (spin up / spin down) at -5.302 / -5.749 eV. The relative energy (zero: lowest compared OMol25 entry of this formula, charge and spin) comes out at 2.964 eV.

XYZ file:
```
58
Properties=species:S:1:pos:R:3:forces:R:3
Ir -2.084 0.949 -1.364 -0.130 -0.742 0.866
C -4.162 2.313 1.035 -0.354 -0.286 0.186
O -2.921 2.570 0.387 0.666 -0.650 -0.537
C -2.779 3.881 -0.136 0.143 0.314 -0.698
C -3.313 3.982 -1.573 -0.250 -0.055 0.805
O -2.600 3.117 -2.447 0.702 -0.892 0.209
C -1.483 3.716 -3.092 0.236 0.258 -0.297
H -4.384 3.096 1.767 0.155 -0.046 -0.081
H -4.041 1.360 1.548 -0.097 0.076 0.015
H -4.992 2.233 0.329 0.074 0.023 -0.050
H -1.701 4.080 -0.135 -0.147 0.090 0.059
H -3.285 4.605 0.511 0.084 -0.079 -0.056
H -3.251 5.015 -1.931 -0.013 -0.098 0.004
H -4.356 3.652 -1.610 0.110 0.119 -0.010
H -1.801 4.599 -3.656 0.001 -0.120 0.021
H -1.090 2.967 -3.779 0.007 0.098 0.000
H -0.711 4.010 -2.377 -0.015 -0.024 0.020
S -2.027 -3.722 -1.980 -0.004 0.531 0.084
As -3.045 -1.876 -2.299 -0.528 -1.618 -0.842
S -1.831 -0.386 -3.397 -0.334 1.016 2.354
S -3.427 -0.826 -0.375 1.878 1.771 -1.435
S -4.832 -2.372 -3.339 0.458 0.353 0.416
Cl 4.186 -3.039 -4.191 0.016 -0.006 -0.120
C 3.786 -2.461 -2.619 -0.081 0.131 0.374
C 2.471 -2.496 -2.175 0.120 0.008 -0.126
C 2.173 -2.068 -0.896 0.133 0.002 0.106
C 3.165 -1.605 -0.039 0.092 -0.080 0.212
C 2.832 -1.174 1.375 0.283 0.200 0.025
C 2.772 0.378 1.452 0.256 -0.772 0.638
N 1.886 0.855 0.428 -0.754 0.376 -0.252
C 2.243 1.320 -0.800 -0.259 0.248 -0.514
C 1.091 1.478 -1.508 0.410 0.189 -0.408
N 0.039 1.112 -0.721 -2.095 -0.088 -0.664
C 0.553 0.733 0.436 -0.515 -0.215 0.486
O 1.591 -1.721 1.764 -0.125 0.123 -0.441
C 1.509 -2.076 3.126 0.170 -0.089 0.582
C 0.159 -2.640 3.446 0.246 -0.377 0.805
C -0.100 -3.306 4.625 -0.417 0.246 -0.690
Cl 1.016 -3.601 5.876 0.210 -0.040 0.194
S -1.741 -3.836 4.745 0.504 0.299 -0.347
C -2.080 -3.166 3.203 0.086 -0.002 0.173
C -0.995 -2.566 2.639 -0.400 -0.092 0.011
C 4.472 -1.541 -0.519 -0.398 -0.161 -0.186
Cl 5.743 -0.927 0.480 0.221 0.059 0.138
C 4.792 -1.973 -1.795 -0.034 -0.038 -0.137
H 1.694 -2.871 -2.821 -0.101 -0.053 -0.091
H 1.159 -2.115 -0.534 -0.148 -0.090 0.019
H 3.635 -1.514 2.043 -0.149 0.060 -0.012
H 3.767 0.798 1.303 -0.156 0.050 -0.028
H 2.393 0.681 2.431 0.084 0.019 -0.096
H 3.259 1.516 -1.067 0.288 -0.020 -0.076
H 0.961 1.813 -2.517 0.011 0.047 -0.167
H -0.012 0.371 1.272 -0.049 -0.095 0.142
H 1.690 -1.200 3.772 0.075 -0.076 -0.106
H 2.277 -2.826 3.369 -0.033 0.152 -0.053
H -3.069 -3.255 2.798 -0.183 -0.018 -0.123
H -1.011 -2.098 1.672 -0.029 0.050 -0.278
H 5.813 -1.943 -2.141 0.082 0.012 -0.017
```
Positions in Å, forces in eV/Å.

Löwdin population analysis, charges in e, atoms 1 to 4: number 1, Ir, carries 0.7920; number 2, C, carries -0.0924; number 3, O, carries -0.3090; number 4, C, carries -0.1750

No. 6
Below is a 2-piece molecular cluster, C12H13NOS overall at a distorted geometry, with properties calculated with ωB97M-V with the def2-TZVPD basis set.

The calculation puts the total energy at -27024.3023 eV. The net charge is 0. The calculation puts the LUMO energy at -1.094 eV. The relative energy (zero: lowest compared OMol25 entry of this formula, charge and spin) comes out at 1.598 eV.

XYZ file:
```
28
Properties=species:S:1:pos:R:3:forces:R:3
C 1.264 -3.252 0.850 2.292 -0.441 -1.993
C 0.600 -2.158 0.917 0.283 -0.134 1.076
C -3.361 0.228 -0.954 2.297 -0.442 0.470
C -3.161 0.592 0.373 -0.065 -0.140 -0.430
C -2.331 -0.533 -1.573 -1.541 -0.577 -0.832
C -2.045 0.269 1.128 0.680 -0.145 1.233
C -1.264 -0.928 -0.839 -0.772 1.740 2.745
C -1.057 -0.516 0.525 -1.032 0.692 -2.092
C 1.035 1.979 -0.246 -1.418 1.701 2.565
C 3.104 0.865 0.790 -0.193 0.640 1.332
C 0.207 -0.930 1.079 -2.336 -2.631 -0.971
C 1.984 0.824 -0.156 1.091 -0.411 -2.780
N 0.427 2.163 -1.413 0.844 -3.233 -2.595
O 0.812 2.672 0.764 0.811 -0.792 -1.135
S 2.072 -0.258 -1.376 -0.124 0.084 0.030
H 1.214 -4.243 1.252 -0.730 -0.045 0.732
H -4.162 0.649 -1.484 -1.107 0.133 -0.680
H -3.880 1.172 0.888 -0.905 0.612 0.171
H -2.355 -0.997 -2.596 -0.462 1.058 0.867
H -2.032 0.644 2.222 0.387 -0.782 -1.995
H -0.517 -1.472 -1.279 1.697 -1.389 -1.010
H 3.761 1.756 0.547 -0.940 -0.734 0.797
H 2.659 0.826 1.817 0.841 0.697 -0.535
H 3.687 -0.021 0.642 0.378 -0.398 0.030
H 0.661 -0.438 1.817 1.614 2.249 2.907
H 0.572 1.326 -2.087 -0.333 2.128 1.308
H -0.038 2.965 -1.761 -0.442 0.645 0.479
H 2.144 -3.183 0.152 -0.815 -0.084 0.305
```
Positions in Å, forces in eV/Å.

Löwdin population analysis, charges in e, atoms 1 to 4: number 1, C, carries 0.0281; number 2, C, carries -0.1154; number 3, C, carries -0.0667; number 4, C, carries -0.1048